20
Properties=species:S:1:pos:R:3:mulliken_charge:R:1 method="wB97M-V/def2-TZVPD" charge=+1 orbital_gap_ev=7.3605 homo_ev=-13.005 largest_force_ev_per_a=4.27
C 0.984 2.198 -0.468 0.40
C 0.461 0.942 -0.487 0.52
C 3.654 0.486 0.234 -0.32
C -0.753 0.595 0.114 1.28
C 1.466 -0.070 -1.055 -1.08
C 2.944 -0.563 1.179 -0.48
C -1.176 -0.755 0.173 -1.63
C -1.610 1.577 0.908 -1.44
N 2.551 -0.135 -0.062 0.32
O 1.626 3.111 -0.600 -0.11
H 1.100 -1.028 -1.154 0.43
H 2.041 0.137 -2.006 0.26
H 3.323 -1.584 1.128 0.25
H 2.392 -0.424 2.113 0.24
H -0.553 -1.657 -0.004 0.32
H -1.825 -1.079 1.030 0.38
H -1.822 -0.739 -0.647 0.44
H -0.904 2.121 1.470 0.41
H -1.942 2.286 0.067 0.38
H -2.456 1.198 1.431 0.42

145
Properties=species:S:1:pos:R:3:mulliken_charge:R:1 method="wB97M-V/def2-TZVPD" orbital_gap_ev=10.3826 smiles="O=C1OC[C@@H](F)O1.O=C1OC[C@@H](F)O1.O=C1OC[C@@H](F)O1.O=C1OC[C@@H](F)O1.O=C1OC[C@@H](F)O1.O=C1OC[C@@H](F)O1.COP(=O)(OC)OC.COP(=O)(OC)OC.COP(=O)(OC)OC.COP(=O)(OC)OC.COP(=O)(OC)OC" homo_ev=-10.437 largest_force_ev_per_a=6.85
O 8.181 2.208 2.983 -0.55
C 9.146 1.533 3.333 0.67
O 9.096 0.185 3.724 -0.32
C 10.305 -0.201 4.238 -0.26
C 11.236 0.894 3.770 0.23
F 12.027 0.504 2.757 -0.28
O 10.376 1.931 3.310 -0.30
H 10.370 -0.256 5.324 0.27
H 10.719 -1.128 3.840 0.28
H 11.865 1.374 4.519 0.26
O 7.193 -1.785 -4.070 -0.55
C 6.916 -2.463 -3.049 0.60
O 6.499 -3.774 -3.013 -0.29
C 6.118 -4.046 -1.613 -0.42
C 6.867 -3.009 -0.798 0.33
F 8.053 -3.525 -0.370 -0.30
O 6.985 -1.966 -1.718 -0.28
H 5.060 -3.941 -1.375 0.27
H 6.337 -5.052 -1.254 0.33
H 6.316 -2.768 0.111 0.30
O -1.167 6.764 -1.855 -0.51
C -1.980 6.165 -2.560 0.66
O -3.327 6.112 -2.345 -0.33
C -4.034 5.849 -3.548 -0.31
C -2.960 5.168 -4.334 0.34
F -2.909 5.534 -5.661 -0.31
O -1.757 5.666 -3.860 -0.28
H -4.855 5.173 -3.311 0.23
H -4.373 6.809 -3.938 0.27
H -3.072 4.084 -4.365 0.23
O 1.660 -7.757 -2.004 -0.51
C 1.727 -7.567 -3.177 0.66
O 1.880 -8.518 -4.212 -0.34
C 1.593 -7.829 -5.450 -0.39
C 2.015 -6.429 -5.101 0.30
F 1.302 -5.521 -5.784 -0.27
O 1.693 -6.370 -3.742 -0.28
H 2.088 -8.384 -6.247 0.27
H 0.543 -7.787 -5.741 0.27
H 3.086 -6.249 -5.191 0.29
O -2.941 -1.347 -8.266 -0.59
C -2.907 -1.629 -9.482 0.68
O -2.430 -2.679 -10.092 -0.28
C -2.433 -2.474 -11.492 -0.39
C -3.496 -1.391 -11.594 0.24
F -4.707 -1.972 -11.729 -0.28
O -3.322 -0.750 -10.374 -0.30
H -1.529 -2.163 -12.015 0.29
H -2.722 -3.356 -12.063 0.31
H -3.349 -0.765 -12.474 0.33
O -4.345 -8.167 -3.503 -0.59
C -4.333 -6.990 -3.078 0.64
O -3.746 -5.945 -3.703 -0.29
C -3.685 -4.949 -2.785 -0.34
C -4.758 -5.298 -1.777 0.37
F -5.816 -4.563 -1.938 -0.30
O -5.004 -6.651 -1.984 -0.28
H -2.681 -4.889 -2.365 0.26
H -3.873 -4.037 -3.352 0.25
H -4.447 -5.034 -0.767 0.27
C -1.917 0.168 -0.702 -0.58
O -0.839 -0.622 -0.223 -0.21
P 0.654 -0.023 -0.216 0.88
O 1.752 -0.919 0.138 -0.66
O 0.735 0.686 -1.682 -0.18
C 1.104 -0.052 -2.799 -0.81
O 0.531 1.232 0.848 -0.28
C 1.631 2.023 1.292 -0.61
H -1.993 1.154 -0.245 0.28
H -2.831 -0.361 -0.429 0.26
H -1.900 0.208 -1.791 0.23
H 2.031 0.411 -3.136 0.27
H 0.419 0.135 -3.627 0.28
H 1.342 -1.106 -2.656 0.36
H 1.498 3.083 1.078 0.25
H 2.473 1.605 0.739 0.29
H 1.753 1.883 2.366 0.23
C -3.855 -0.415 5.692 -0.67
O -5.106 -0.172 5.229 -0.22
P -6.264 -1.371 5.083 0.99
O -5.908 -2.455 4.145 -0.68
O -6.485 -1.840 6.615 -0.31
C -6.840 -0.801 7.532 -0.67
O -7.542 -0.472 4.677 -0.26
C -7.947 -0.448 3.350 -0.72
H -3.853 0.381 6.437 0.25
H -3.108 -0.251 4.916 0.24
H -3.654 -1.351 6.215 0.31
H -7.218 0.105 7.058 0.32
H -6.036 -0.452 8.180 0.27
H -7.623 -1.108 8.225 0.29
H -7.975 0.540 2.891 0.26
H -8.937 -0.899 3.418 0.26
H -7.348 -1.079 2.694 0.33
C -5.328 9.615 5.665 -0.70
O -4.679 8.368 5.360 -0.33
P -3.802 7.661 6.569 1.09
O -3.440 8.605 7.650 -0.71
O -4.638 6.313 6.932 -0.30
C -4.384 5.666 8.199 -0.63
O -2.549 7.071 5.761 -0.27
C -2.664 6.220 4.666 -0.67
H -6.417 9.656 5.640 0.27
H -4.986 10.354 4.941 0.25
H -4.991 10.013 6.622 0.32
H -3.984 4.664 8.040 0.23
H -5.378 5.547 8.629 0.22
H -3.715 6.244 8.836 0.34
H -3.441 5.460 4.742 0.31
H -1.733 5.717 4.405 0.28
H -3.053 6.684 3.759 0.29
C 4.604 8.073 -6.321 -0.58
O 6.026 7.773 -6.101 -0.32
P 6.495 7.767 -4.520 1.01
O 7.870 7.281 -4.400 -0.69
O 6.127 9.195 -3.800 -0.26
C 6.788 9.679 -2.640 -0.66
O 5.272 6.884 -3.767 -0.26
C 5.253 5.460 -3.874 -0.65
H 4.038 7.143 -6.376 0.22
H 4.523 8.568 -7.288 0.26
H 4.169 8.735 -5.572 0.31
H 6.689 10.759 -2.533 0.24
H 7.855 9.465 -2.585 0.31
H 6.277 9.239 -1.783 0.28
H 4.852 5.101 -2.927 0.22
H 6.137 4.915 -4.206 0.33
H 4.572 5.320 -4.714 0.24
C 1.024 -9.801 5.447 -0.53
O 0.122 -9.753 4.304 -0.33
P -0.871 -8.514 4.018 1.04
O -1.875 -8.592 2.898 -0.69
O -1.517 -8.213 5.456 -0.27
C -2.914 -8.287 5.761 -0.61
O 0.171 -7.216 3.979 -0.31
C -0.313 -5.870 3.995 -0.57
H 1.821 -10.458 5.099 0.24
H 0.461 -10.278 6.249 0.24
H 1.404 -8.845 5.809 0.28
H -3.430 -8.516 4.828 0.32
H -3.045 -7.272 6.135 0.22
H -3.078 -9.112 6.454 0.23
H -0.263 -5.558 2.952 0.25
H 0.246 -5.139 4.580 0.26
H -1.348 -5.790 4.328 0.23

10
Properties=species:S:1:pos:R:3:mulliken_charge:R:1 method="wB97M-V/def2-TZVPD" orbital_gap_ev=8.9935 homo_ev=-10.139 largest_force_ev_per_a=2.50
C -0.015 -0.629 0.222 0.10
C -1.306 0.065 -0.134 0.87
C 1.221 0.089 -0.116 -0.24
O -0.029 -1.704 0.734 -0.43
F -1.158 1.339 0.147 -0.16
F -2.204 -0.535 0.710 -0.25
F -1.771 -0.080 -1.387 -0.20
Br 1.186 1.336 1.570 -0.01
Br 1.075 1.131 -1.694 0.03
I 3.000 -1.011 -0.052 0.29

33
Properties=species:S:1:pos:R:3:mulliken_charge:R:1 method="wB97M-V/def2-TZVPD" charge=+1 orbital_gap_ev="6.0248 / 6.1996" homo_ev="-10.152 / -10.313" largest_force_ev_per_a=4.47
O -4.144 0.008 -0.168 -0.18
C -3.083 0.362 0.084 0.06
Zn -1.054 1.606 0.641 2.17
C 0.445 3.476 1.133 0.18
O 1.048 4.408 1.444 -0.19
C -2.625 3.269 1.175 -0.22
O -2.416 4.427 1.325 -0.39
C -1.869 1.810 2.573 0.11
O -2.159 1.768 3.704 -0.34
C -1.393 2.554 -1.243 -0.03
O -1.777 3.190 -2.128 -0.22
H -3.562 2.776 0.772 0.26
C 1.989 0.933 -1.317 -1.00
N 1.676 -0.425 -0.869 0.18
C 1.820 -1.430 -1.898 -0.51
C 1.761 -2.806 -1.341 -0.70
C 0.610 -2.962 -0.390 -0.57
N 0.573 -1.888 0.586 0.16
C -0.320 -2.099 1.733 -1.05
C 0.919 -0.631 0.235 0.49
O 0.493 0.378 0.929 -1.09
H 1.819 1.635 -0.499 0.26
H 1.393 1.215 -2.209 0.33
H 3.053 1.019 -1.606 0.33
H 1.018 -1.307 -2.639 0.34
H 2.787 -1.306 -2.370 0.31
H 2.686 -3.105 -0.847 0.34
H 1.575 -3.510 -2.153 0.33
H 0.706 -3.909 0.147 0.36
H -0.354 -2.945 -0.933 0.33
H -1.266 -2.583 1.444 0.33
H 0.165 -2.781 2.444 0.32
H -0.512 -1.147 2.239 0.34

13
Properties=species:S:1:pos:R:3:mulliken_charge:R:1 method="wB97M-V/def2-TZVPD" orbital_gap_ev=8.7015 homo_ev=-7.749 largest_force_ev_per_a=3.22
C -1.035 -0.481 0.400 -0.28
C 0.614 1.310 -0.306 -0.73
N 0.275 -0.957 -0.123 -0.27
N -1.222 0.738 -0.290 -0.61
O 1.365 -1.622 0.534 -0.42
H 1.236 -1.606 1.494 0.33
H 0.315 -1.101 -1.128 0.20
H -1.472 0.539 -1.259 0.26
H -1.792 -1.246 0.188 0.29
H -0.932 -0.344 1.483 0.29
H 0.372 2.214 0.246 0.35
H 0.690 1.466 -1.376 0.30
H 1.586 1.089 0.136 0.29

8
Properties=species:S:1:pos:R:3:mulliken_charge:R:1 method="wB97M-V/def2-TZVPD" orbital_gap_ev=8.8038 smiles="OP=S.N" homo_ev=-9.292 largest_force_ev_per_a=2.74
O 1.178 1.105 0.043 -0.38
P 2.720 0.622 0.120 0.32
S 2.903 -1.255 -0.189 -0.31
H 0.558 0.361 -0.121 0.38
N -1.677 -0.193 -0.004 -0.69
H -1.371 -1.147 0.185 0.24
H -1.914 0.448 0.691 0.23
H -2.396 0.059 -0.725 0.21

125
Properties=species:S:1:pos:R:3:mulliken_charge:R:1 method="wB97M-V/def2-TZVPD" charge=-1 orbital_gap_ev=3.5770 multiplicity=2 homo_ev=-4.324 largest_force_ev_per_a=1.03
Cs -0.712 0.020 -1.106 1.87
C 2.661 3.235 -3.360 -0.87
C 3.622 3.630 -2.413 -0.51
N 3.058 4.001 -1.273 -1.08
N 1.729 3.849 -1.458 1.45
C 1.463 3.394 -2.699 -0.46
B 0.734 4.332 -0.381 0.01
N 0.898 3.534 0.924 1.35
C 1.888 2.696 1.300 -0.60
C 1.576 2.206 2.548 -0.67
C 0.346 2.816 2.853 -0.70
N -0.055 3.614 1.877 -1.13
N -0.704 4.153 -0.904 0.42
C -1.621 5.092 -1.203 -0.38
C -2.767 4.452 -1.619 -1.12
C -2.444 3.087 -1.537 -0.41
N -1.204 2.915 -1.103 0.12
N 0.986 5.831 -0.111 0.41
C 1.048 6.472 1.073 -0.27
C 1.235 7.813 0.818 -0.83
C 1.271 7.887 -0.586 -0.34
N 1.120 6.694 -1.139 -1.11
H 2.806 2.888 -4.369 0.45
H 4.698 3.664 -2.510 0.44
H 0.451 3.223 -3.024 0.55
H 2.746 2.549 0.669 0.67
H 2.155 1.522 3.146 0.52
H -0.267 2.699 3.734 0.47
H -1.384 6.138 -1.105 0.43
H -3.694 4.903 -1.930 0.37
H -3.050 2.225 -1.775 0.41
H 0.942 5.925 1.994 0.46
H 1.335 8.608 1.537 0.38
H 1.406 8.754 -1.217 0.44
C 3.210 0.237 -1.249 -1.27
C 3.616 -1.180 -1.020 0.51
C 4.414 -1.842 -1.933 -0.40
C 4.826 -3.148 -1.706 -0.97
C 4.415 -3.827 -0.556 -0.29
C 3.608 -3.230 0.386 1.32
C 3.098 -4.035 1.544 -1.94
C 3.211 -1.856 0.187 0.03
N 2.450 -1.171 1.020 0.25
C 2.287 -1.393 2.364 -0.55
O 3.232 -1.338 3.135 -0.71
C 0.878 -1.539 2.870 0.83
C 0.703 -1.745 4.231 -0.71
C -0.588 -1.939 4.695 -1.13
C -1.632 -1.909 3.790 -0.13
C -1.364 -1.659 2.446 0.59
N -0.121 -1.491 1.993 0.33
C -2.507 -1.436 1.455 -0.53
O -2.469 -0.313 0.915 -0.88
N -3.433 -2.354 1.287 -0.66
C -3.201 -3.672 1.635 -0.10
C -2.185 -4.435 1.017 0.80
C -1.266 -3.793 0.016 -0.90
C -2.057 -5.786 1.322 -0.54
C -2.910 -6.412 2.217 -0.88
C -3.926 -5.667 2.807 -0.69
C -4.087 -4.320 2.523 0.97
C -5.206 -3.525 3.131 -1.45
H 3.193 0.484 -2.309 0.55
H 2.239 0.448 -0.809 -0.33
H 3.916 0.917 -0.764 0.54
H 4.714 -1.324 -2.836 0.48
H 5.458 -3.650 -2.430 0.43
H 4.713 -4.859 -0.407 0.52
H 3.319 -5.091 1.387 0.40
H 3.541 -3.715 2.486 0.54
H 2.014 -3.930 1.650 0.25
H 1.566 -1.750 4.881 0.56
H -0.775 -2.109 5.749 0.42
H -2.657 -2.060 4.101 0.37
H -1.762 -2.958 -0.484 0.40
H -0.377 -3.368 0.487 -0.07
H -0.947 -4.514 -0.740 0.63
H -1.269 -6.356 0.835 0.46
H -2.796 -7.465 2.448 0.36
H -4.609 -6.141 3.505 0.32
H -5.911 -3.206 2.360 0.31
H -5.740 -4.109 3.883 0.36
H -4.838 -2.604 3.587 0.26
F 2.309 -6.810 -0.525 -0.46
C 2.068 -6.189 -1.710 0.15
C 1.616 -4.898 -1.724 -0.09
C 1.428 -4.246 -2.935 0.85
C 0.945 -2.837 -2.907 0.35
O 0.932 -2.234 -1.845 -0.55
C 0.560 -2.310 -4.204 -0.03
C 0.911 -2.993 -5.306 -0.58
N 1.533 -4.228 -5.325 0.21
C 1.845 -4.845 -6.579 -0.34
C 2.549 -4.018 -7.607 -0.92
C 3.290 -5.116 -6.900 -0.44
C 1.711 -4.906 -4.141 0.01
C 2.135 -6.239 -4.103 -0.22
C 2.310 -6.883 -2.890 -1.45
N 2.723 -8.251 -2.904 0.64
C 2.230 -9.161 -1.888 -0.62
C 2.491 -10.593 -2.401 -0.69
N 2.719 -10.499 -3.882 -0.15
C 4.029 -9.817 -4.174 -0.83
C 4.086 -8.561 -3.281 -0.60
C -0.267 -1.022 -4.392 0.27
O 0.019 -0.342 -5.387 -0.79
O -1.158 -0.880 -3.529 -0.88
H 1.417 -4.354 -0.810 0.18
H 0.708 -2.559 -6.277 0.65
H 1.111 -5.562 -6.938 0.42
H 2.789 -3.000 -7.334 0.34
H 2.269 -4.163 -8.640 0.26
H 4.010 -4.817 -6.150 0.24
H 3.532 -6.016 -7.450 0.29
H 2.301 -6.790 -5.020 0.54
H 1.163 -8.986 -1.752 0.51
H 2.713 -9.048 -0.914 0.37
H 1.656 -11.265 -2.218 0.38
H 3.395 -11.029 -1.980 0.34
H 1.989 -9.882 -4.252 0.39
H 2.663 -11.407 -4.337 0.30
H 4.024 -9.569 -5.234 0.41
H 4.825 -10.531 -3.971 0.39
H 4.513 -7.732 -3.838 0.47
H 4.724 -8.741 -2.406 0.32

8
Properties=species:S:1:pos:R:3:mulliken_charge:R:1 method="wB97M-V/def2-TZVPD" orbital_gap_ev=7.7417 smiles="OP(O)(=S)SCl" homo_ev=-9.619 largest_force_ev_per_a=3.68
O -0.390 0.647 -1.271 -0.47
P -0.573 -0.375 -0.037 0.68
O -0.698 0.686 1.155 -0.37
S -2.310 -1.441 -0.153 -0.30
S 1.475 -1.217 -0.030 -0.02
Cl 2.950 0.343 -0.079 -0.16
H 0.334 1.228 -1.460 0.33
H -0.788 0.130 1.875 0.31

23
Properties=species:S:1:pos:R:3:mulliken_charge:R:1 method="wB97M-V/def2-TZVPD" orbital_gap_ev="7.6267 / 7.6676" homo_ev="-6.733 / -6.766" largest_force_ev_per_a=3.89
C -1.139 0.672 -0.008 0.61
C -1.878 0.423 -1.291 -1.28
C -0.664 2.092 0.174 -1.48
C -0.550 -1.622 0.746 -1.40
H -1.697 0.338 0.860 0.26
H -2.122 -0.627 -1.434 0.32
H -1.302 0.753 -2.152 0.32
H -2.818 0.983 -1.270 0.42
H -1.534 2.755 0.203 0.45
H -0.139 2.233 1.119 0.35
H -0.005 2.377 -0.645 0.35
H 0.298 -2.303 0.732 0.47
H -1.319 -1.949 0.053 0.38
H -0.901 -1.446 1.760 0.31
C 1.632 0.052 0.705 -0.61
N 2.641 -0.953 0.740 -0.52
N 0.513 -0.144 -0.341 0.71
N 0.790 -0.569 -1.502 -1.14
H 1.487 -1.332 -1.441 0.20
H 3.174 -1.013 -0.121 0.28
H 2.302 -1.868 1.009 0.29
H 2.092 1.006 0.435 0.37
H 1.140 0.142 1.670 0.33

17
Properties=species:S:1:pos:R:3:mulliken_charge:R:1 method="wB97M-V/def2-TZVPD" charge=+1 orbital_gap_ev=8.4749 smiles="C=Cn1nnc(CC(=O)Br)[nH+]1" homo_ev=-13.948 largest_force_ev_per_a=1.92
C 3.355 -0.604 0.021 -0.49
C 2.459 0.150 -0.680 -0.10
N 1.215 0.400 -0.036 0.64
N 1.157 0.856 1.175 -0.39
N -0.112 0.974 1.516 -0.29
C -0.847 0.586 0.486 0.51
C -2.332 0.521 0.388 -0.49
C -2.744 -0.865 -0.091 0.37
O -2.062 -1.813 0.097 -0.40
Br -4.421 -1.014 -0.989 -0.05
N -0.031 0.210 -0.505 -0.20
H 4.314 -0.185 0.303 0.29
H 3.070 -1.607 0.325 0.27
H 2.619 0.547 -1.672 0.39
H -2.682 1.295 -0.294 0.40
H -2.732 0.714 1.381 0.31
H -0.226 -0.163 -1.425 0.26

17
Properties=species:S:1:pos:R:3:mulliken_charge:R:1 method="wB97M-V/def2-TZVPD" orbital_gap_ev=8.5441 smiles="C=CN.CSC" homo_ev=-7.584 largest_force_ev_per_a=5.11
C -2.212 -1.627 -1.003 -0.79
C -0.903 -1.917 -1.192 0.04
N -0.342 -3.253 -1.334 -0.53
H -3.001 -2.133 -1.521 0.30
H -2.525 -1.089 -0.180 0.27
H -0.264 -1.038 -1.163 0.23
H -0.994 -3.990 -1.346 0.25
H 0.404 -3.235 -0.728 0.22
C 0.235 2.866 0.105 -0.88
S 0.559 1.097 0.446 0.01
C 2.005 1.178 1.663 -0.88
H -0.585 2.819 -0.681 0.26
H -0.335 3.158 0.962 0.29
H 1.096 3.392 -0.113 0.35
H 2.468 2.163 1.669 0.27
H 2.831 0.496 1.672 0.34
H 1.564 1.111 2.743 0.25

14
Properties=species:S:1:pos:R:3:mulliken_charge:R:1 method="wB97M-V/def2-TZVPD" orbital_gap_ev=8.8961 smiles="CCOC=C=O.[H][H]" homo_ev=-8.334 largest_force_ev_per_a=0.98
C 1.510 -1.495 0.391 -1.32
C 0.500 -0.425 0.028 -0.11
O -0.329 -0.248 1.163 -0.32
C -1.368 0.639 1.067 -0.42
C -1.574 1.630 0.218 0.64
O -1.884 2.512 -0.496 -0.36
H 0.999 -2.439 0.607 0.31
H 2.068 -1.197 1.284 0.31
H 2.220 -1.661 -0.425 0.38
H 1.004 0.521 -0.227 0.32
H -0.107 -0.724 -0.840 0.26
H -2.090 0.560 1.871 0.32
H -0.683 0.862 -2.377 -0.01
H -0.267 1.466 -2.263 0.01